{
  "formula": "C74H174N10O13",
  "method": "ωB97M-V with the def2-TZVPD basis set",
  "orbital_gap_ev": 9.019,
  "e_lumo_ev": 0.449,
  "elements": ["C", "C", "C", "O", "C", "N", "H", "H", "H", "H", "H", "H", "H", "H", "H", "H", "H", "C", "C", "C", "O", "C", "N", "H", "H", "H", "H", "H", "H", "H", "H", "H", "H", "H", "C", "C", "C", "O", "C", "N", "H", "H", "H", "H", "H", "H", "H", "H", "H", "H", "H", "C", "C", "C", "O", "C", "N", "H", "H", "H", "H", "H", "H", "H", "H", "H", "H", "H", "C", "C", "C", "O", "C", "N", "H", "H", "H", "H", "H", "H", "H", "H", "H", "H", "H", "C", "C", "C", "C", "C", "C", "N", "O", "C", "C", "C", "H", "H", "H", "H", "H", "H", "H", "H", "H", "H", "H", "H", "H", "H", "H", "H", "H", "H", "H", "C", "C", "C", "C", "C", "C", "N", "O", "C", "C", "C", "H", "H", "H", "H", "H", "H", "H", "H", "H", "H", "H", "H", "H", "H", "H", "H", "H", "H", "H", "C", "C", "C", "C", "C", "C", "N", "O", "C", "C", "C", "H", "H", "H", "H", "H", "H", "H", "H", "H", "H", "H", "H", "H", "H", "H", "H", "H", "H", "H", "C", "C", "C", "C", "C", "C", "N", "O", "C", "C", "C", "H", "H", "H", "H", "H", "H", "H", "H", "H", "H", "H", "H", "H", "H", "H", "H", "H", "H", "H", "C", "C", "C", "C", "C", "C", "N", "O", "C", "C", "C", "H", "H", "H", "H", "H", "H", "H", "H", "H", "H", "H", "H", "H", "H", "H", "H", "H", "H", "H", "C", "C", "C", "O", "H", "H", "H", "H", "H", "H", "H", "H", "C", "C", "C", "O", "H", "H", "H", "H", "H", "H", "H", "H", "C", "C", "C", "O", "H", "H", "H", "H", "H", "H", "H", "H"],
  "positions_angstrom": [[-27.239278, -7.206105, 15.743849], [-28.707107, -6.901314, 15.924084], [-29.001429, -5.652163, 15.108271], [-28.696642, -5.803276, 13.745685], [-29.786174, -5.835564, 12.846971], [-29.576859, -7.967173, 15.407759], [-26.938662, -8.072557, 16.336611], [-26.609965, -6.335147, 15.873929], [-27.121410, -7.448085, 14.705767], [-29.058198, -6.795166, 16.918121], [-28.298120, -4.899235, 15.477440], [-30.036349, -5.309565, 15.262773], [-30.719524, -6.065229, 13.349315], [-29.566191, -6.603255, 12.121310], [-29.805100, -4.850287, 12.369629], [-29.515570, -8.771378, 15.986509], [-29.580627, -8.188413, 14.413283], [-23.229741, 3.204951, 3.723969], [-24.601251, 3.755070, 3.296135], [-25.645430, 3.859650, 4.398625], [-25.732864, 2.561628, 5.021839], [-26.902223, 2.122645, 5.707409], [-24.612662, 5.067732, 2.694196], [-22.748516, 2.910467, 2.754014], [-23.266144, 2.306743, 4.352910], [-22.658222, 4.032720, 4.159202], [-25.040360, 3.028219, 2.564714], [-26.601643, 4.070391, 3.928594], [-25.341847, 4.586737, 5.134515], [-27.157428, 1.171409, 5.328185], [-27.770048, 2.810504, 5.593146], [-26.651318, 2.032524, 6.758088], [-24.359895, 5.850809, 3.309543], [-24.066633, 5.134766, 1.831388], [-23.393549, 0.360107, 11.260512], [-24.249025, -0.101497, 10.111979], [-25.069638, 0.958526, 9.410018], [-25.946903, 1.423432, 10.343993], [-26.572474, 2.669493, 10.166450], [-23.515727, -0.864650, 9.113203], [-23.019351, -0.464718, 11.880542], [-24.022910, 0.988333, 11.883493], [-22.639675, 0.981173, 10.838483], [-25.005669, -0.809349, 10.466314], [-25.572679, 0.475421, 8.563712], [-24.396166, 1.651515, 8.946607], [-25.827586, 3.432419, 9.773716], [-26.999721, 3.045862, 11.093876], [-27.397944, 2.630330, 9.424781], [-22.749996, -1.432702, 9.535696], [-22.969691, -0.215269, 8.541724], [-23.619825, -9.715826, 4.988640], [-22.691294, -8.530091, 4.908759], [-22.132546, -8.067817, 6.333194], [-21.619631, -9.226096, 7.008839], [-21.216094, -8.896299, 8.297135], [-21.597281, -8.843265, 4.040750], [-23.154498, -10.637911, 5.356538], [-24.023932, -10.063397, 4.038689], [-24.409811, -9.494232, 5.706278], [-23.203575, -7.691451, 4.443771], [-22.939657, -7.632193, 6.894744], [-21.352303, -7.311246, 6.157057], [-20.703795, -9.708851, 8.776126], [-22.124405, -8.741549, 8.873187], [-20.588847, -7.980849, 8.361766], [-21.142095, -9.723931, 4.278507], [-20.848017, -8.144107, 4.008314], [-23.979305, -4.717137, 7.479736], [-25.147160, -3.875082, 7.048617], [-26.093431, -3.556402, 8.273857], [-26.899224, -4.709226, 8.533648], [-27.741909, -4.524900, 9.640988], [-24.648231, -2.667575, 6.470284], [-24.237233, -5.538744, 8.116235], [-23.328814, -4.062616, 8.023857], [-23.534573, -5.199875, 6.567173], [-25.750965, -4.376080, 6.240281], [-26.730599, -2.700179, 8.027244], [-25.463908, -3.264359, 9.152501], [-28.577595, -3.835017, 9.381393], [-27.153548, -4.084781, 10.449905], [-28.222366, -5.472575, 9.942466], [-25.325087, -2.224432, 5.911181], [-24.316513, -1.920779, 7.119154], [-30.432572, -2.727784, 4.788780], [-29.182104, -1.800758, 4.714612], [-28.304595, -2.200334, 3.492897], [-28.857054, -1.719701, 2.171392], [-29.106636, -0.184369, 2.222216], [-30.000278, 0.195066, 3.399192], [-29.451386, -0.379531, 4.617452], [-30.287242, -0.040727, 5.667197], [-30.022757, 1.720411, 3.594352], [-31.501175, -0.211243, 3.041505], [-28.379143, -1.903941, 6.069703], [-30.974291, -2.370037, 5.696815], [-30.135449, -3.750502, 5.013771], [-31.048634, -2.650718, 3.907573], [-27.349353, -1.618520, 3.680452], [-28.125117, -3.265866, 3.502350], [-29.774439, -2.285516, 1.933406], [-28.133206, -1.915363, 1.410541], [-29.651551, 0.171738, 1.363354], [-28.152596, 0.356836, 2.240338], [-30.554635, 2.189501, 2.778065], [-30.642527, 1.948601, 4.483162], [-28.982587, 2.079751, 3.679530], [-31.936086, 0.613229, 2.519465], [-31.581365, -0.942953, 2.236354], [-32.206008, -0.449094, 3.823743], [-27.460424, -1.255881, 6.058900], [-28.270276, -2.935744, 6.255495], [-29.102093, -1.628460, 6.819947], [-29.785733, 0.650280, 6.150096], [-28.198417, -0.860902, 10.984362], [-29.106483, -0.889647, 12.205912], [-29.451871, 0.560173, 12.628326], [-30.573468, 0.638049, 13.703010], [-31.802752, 0.001942, 13.103031], [-31.625990, -1.460855, 12.618554], [-30.430034, -1.409592, 11.706222], [-30.238732, -2.755852, 11.349087], [-31.536566, -2.424980, 13.751190], [-32.762908, -1.827936, 11.742031], [-28.336881, -1.585552, 13.321635], [-28.521139, -0.205858, 10.179107], [-28.166881, -1.941367, 10.621951], [-27.155028, -0.630897, 11.261351], [-28.474846, 0.924804, 12.982513], [-29.738657, 1.179482, 11.758001], [-30.660120, 1.685561, 14.048658], [-30.324709, 0.040186, 14.583612], [-32.173422, 0.535987, 12.203239], [-32.661766, 0.019959, 13.738308], [-30.906351, -2.202878, 14.658327], [-32.539430, -2.605946, 14.158301], [-31.200866, -3.375873, 13.332137], [-32.769275, -1.192368, 10.826602], [-32.674552, -2.824653, 11.383128], [-33.635212, -1.834623, 12.339668], [-28.442254, -2.675889, 13.359527], [-28.582885, -1.269673, 14.350598], [-27.266273, -1.367258, 13.270574], [-30.455483, -2.769341, 10.427881], [-19.161194, -0.980268, 12.133805], [-19.072633, -1.936463, 10.929272], [-17.668411, -2.545106, 10.944213], [-17.487215, -3.708452, 9.970018], [-18.553238, -4.762332, 10.295126], [-19.929077, -4.264497, 10.221894], [-19.984110, -3.045288, 11.142229], [-21.386764, -2.613946, 11.042539], [-20.417992, -3.982714, 8.825609], [-20.814416, -5.322318, 10.941207], [-19.117995, -1.149687, 9.529081], [-18.538221, -0.099953, 11.870379], [-18.937181, -1.410652, 13.115615], [-20.145320, -0.626668, 12.338627], [-16.993514, -1.650455, 10.820214], [-17.521378, -2.958420, 11.978363], [-16.521328, -4.211454, 10.098716], [-17.542386, -3.439028, 8.871100], [-18.370171, -5.067980, 11.341405], [-18.470458, -5.641646, 9.616046], [-20.660397, -4.933143, 8.342353], [-21.375776, -3.464072, 8.792399], [-19.753346, -3.416530, 8.170721], [-20.238174, -5.648242, 11.799544], [-21.757106, -4.916859, 11.307680], [-21.044956, -6.151279, 10.332858], [-20.120949, -0.837300, 9.395851], [-18.756616, -1.717518, 8.692451], [-18.490582, -0.223004, 9.555706], [-21.769923, -2.984177, 11.864517], [-23.902168, -10.448335, 10.305641], [-24.542937, -9.678651, 11.554728], [-24.430541, -8.168877, 11.303799], [-25.469768, -7.531797, 10.349112], [-26.860379, -7.914413, 10.800339], [-27.042337, -9.468900, 10.858706], [-26.032445, -9.858338, 11.873677], [-26.254235, -11.247508, 12.191113], [-28.415422, -9.775983, 11.517361], [-27.011767, -10.027862, 9.416643], [-23.728430, -10.051811, 12.822127], [-24.247397, -11.481916, 10.303154], [-22.840935, -10.447724, 10.419521], [-24.094605, -9.904637, 9.355685], [-24.393389, -7.794189, 12.363714], [-23.381358, -7.970344, 10.957236], [-25.197979, -7.876439, 9.336743], [-25.431161, -6.413582, 10.372598], [-27.703356, -7.526313, 10.133602], [-27.093137, -7.504053, 11.813161], [-28.883439, -10.729076, 11.190593], [-28.474415, -9.747937, 12.628521], [-29.092060, -8.942772, 11.251385], [-26.486939, -9.430180, 8.663315], [-26.616725, -11.034240, 9.293255], [-28.067661, -10.115335, 9.050531], [-23.845949, -11.127553, 12.891865], [-24.172737, -9.606149, 13.719363], [-22.657837, -9.888215, 12.675782], [-26.088406, -11.665687, 11.310319], [-24.652681, -3.451572, 12.153524], [-24.185008, -3.932955, 13.514468], [-24.071626, -5.442033, 13.366769], [-23.363644, -6.146371, 14.514022], [-21.978181, -5.524219, 14.552823], [-21.960519, -4.006700, 14.782923], [-22.833373, -3.419702, 13.724640], [-22.860530, -1.983379, 13.813528], [-22.433726, -3.760487, 16.193542], [-20.529198, -3.554366, 14.564298], [-25.252359, -3.723074, 14.563503], [-24.937368, -2.438827, 12.046124], [-25.478260, -4.120637, 11.894402], [-23.929101, -3.684336, 11.329748], [-25.104005, -5.817913, 13.190090], [-23.510032, -5.608312, 12.472729], [-23.317981, -7.215766, 14.389164], [-23.840568, -5.928438, 15.479006], [-21.450686, -5.832630, 13.643164], [-21.421903, -5.942670, 15.357733], [-22.721735, -2.734501, 16.400916], [-23.337415, -4.354418, 16.389345], [-21.661943, -4.030346, 16.898024], [-20.001883, -4.023189, 15.366389], [-20.133059, -3.830795, 13.579875], [-20.403347, -2.476180, 14.556479], [-25.234576, -4.451038, 15.435383], [-26.196268, -4.021214, 14.096162], [-25.391098, -2.754426, 14.975716], [-23.317079, -1.890344, 14.640438], [-21.045366, -4.279522, 3.526001], [-21.484580, -3.587395, 4.834421], [-20.238370, -2.727747, 5.344496], [-22.650067, -2.715642, 4.633678], [-21.777842, -4.927471, 3.096357], [-20.190542, -4.915967, 3.743161], [-20.721436, -3.483874, 2.793954], [-21.701532, -4.282545, 5.626172], [-19.424869, -3.348216, 5.720895], [-20.635717, -2.125289, 6.120346], [-19.927720, -2.067255, 4.542434], [-23.301189, -2.850741, 5.356597], [-31.924203, -7.230033, 9.291446], [-31.677408, -6.057785, 8.401896], [-31.452751, -4.777801, 9.216179], [-30.568403, -6.284739, 7.505080], [-32.024912, -8.155106, 8.793334], [-32.751977, -7.159253, 9.960804], [-31.002582, -7.355519, 9.943900], [-32.513372, -5.876048, 7.721118], [-32.335215, -4.466535, 9.762892], [-31.099756, -3.865057, 8.660872], [-30.637181, -4.928361, 9.912071], [-29.749017, -6.497951, 7.937574], [-27.371646, -8.678780, 5.582896], [-27.072472, -7.288036, 6.202968], [-27.826170, -6.215749, 5.417608], [-27.418421, -7.292267, 7.578271], [-28.419806, -8.739296, 5.468874], [-26.907591, -9.505191, 6.125006], [-26.968654, -8.702452, 4.525332], [-26.005004, -7.051273, 6.137884], [-27.613977, -6.432134, 4.365524], [-27.590484, -5.195611, 5.687160], [-28.887238, -6.308251, 5.508087], [-27.213198, -6.350794, 7.830692]],
  "forces_ev_per_a": [[0.0, -0.4, 0.3], [-0.6, -0.6, -2.5], [0.1, 0.8, 0.8], [0.3, -0.5, 0.1], [0.5, 0.6, 0.1], [-0.6, 0.5, 0.0], [0.3, 0.2, 0.0], [0.3, 0.1, 0.6], [0.2, -0.4, -0.6], [0.1, 0.6, 1.2], [-0.3, 0.4, 0.1], [0.2, -0.1, -0.1], [-0.3, 0.0, 0.1], [-0.1, -0.3, -0.4], [-0.5, -0.2, -0.2], [0.0, -0.9, 0.1], [0.6, 0.2, 0.5], [0.0, 0.2, -1.3], [-0.8, -0.7, 0.1], [-0.2, -2.1, 0.3], [0.2, 0.0, -0.2], [0.4, 1.9, 0.0], [0.5, 0.9, -0.9], [0.0, 0.3, 0.9], [-0.1, 0.4, 0.0], [0.1, -0.4, 0.2], [0.4, 0.6, 0.4], [-0.1, 0.5, 0.1], [-0.1, 0.6, 0.4], [-0.5, -1.2, -0.5], [0.5, -0.3, 0.0], [-0.1, 0.0, 0.4], [0.0, -0.8, -0.2], [-0.2, -0.1, 0.5], [-1.2, 0.1, 0.4], [-0.5, -1.7, 0.0], [0.6, -1.4, -0.7], [-1.1, 1.1, 1.5], [0.6, 0.9, -1.5], [1.6, -0.4, -0.7], [0.2, 0.2, -0.4], [0.0, 0.2, 0.4], [1.1, 0.4, 0.0], [0.0, 0.1, 0.4], [-0.3, -0.1, -0.1], [0.4, 1.3, 0.0], [-0.7, -0.7, 0.5], [0.2, -0.3, 0.2], [0.3, -0.2, 0.2], [-1.0, 0.3, 0.0], [-0.2, 0.0, -0.1], [-0.3, -0.8, 0.6], [1.2, 0.3, 1.2], [-0.6, -1.4, -1.5], [0.2, 0.7, -1.2], [-0.4, 0.8, 0.6], [1.4, -0.5, -1.1], [0.4, 0.4, 0.3], [-0.2, 0.7, -0.2], [-0.3, 0.0, -0.2], [-0.3, 0.3, 0.2], [-0.5, 0.3, 0.6], [0.0, -0.2, 0.2], [0.4, -0.6, -0.1], [-0.1, 0.4, 0.5], [-0.2, -0.4, -0.2], [-0.3, 0.2, 0.1], [-0.6, -0.2, 0.1], [0.0, -0.9, -1.4], [-1.8, -0.2, 0.8], [0.7, -0.4, -0.8], [0.5, 0.1, -0.1], [-0.9, 0.5, 0.1], [1.3, 1.3, 0.5], [-0.5, -0.5, 0.6], [0.8, 0.2, 0.1], [0.1, 0.8, 0.9], [0.5, 0.3, 0.9], [-0.1, -0.1, 0.0], [-0.4, -0.4, -0.4], [0.5, -0.2, 0.1], [-0.3, -0.1, 0.3], [0.6, 0.3, -0.1], [-1.0, 0.5, -0.9], [-0.2, -1.1, 0.0], [0.5, 1.2, 1.7], [0.8, -1.0, 0.0], [0.9, 1.8, 1.3], [-0.8, 0.7, 0.3], [-0.2, -0.8, 0.4], [-1.4, 0.0, -0.3], [0.5, 0.1, -1.0], [-0.5, 1.2, 1.6], [0.1, -0.4, 0.5], [0.7, 0.0, -0.7], [-0.9, 0.6, -1.7], [-0.1, -0.4, -0.8], [0.1, -0.1, -0.3], [-0.2, -0.2, -0.2], [-0.6, -0.9, -0.4], [0.2, -0.3, 0.1], [0.2, 0.4, -0.1], [0.4, -0.3, -0.7], [0.0, 0.0, -0.7], [-0.1, -0.1, 0.2], [0.3, 0.2, -0.4], [0.6, 0.0, -0.3], [-0.6, 0.1, 0.1], [-0.3, 1.0, -0.1], [0.3, -0.7, 0.4], [0.3, -0.2, 0.6], [-0.9, -0.8, 0.1], [1.1, -1.4, 0.2], [0.1, 0.6, 0.5], [-0.5, -0.6, -0.3], [0.8, -1.9, -0.2], [-1.2, 1.5, -0.6], [0.6, -0.1, 0.6], [1.0, -0.2, -0.5], [-0.9, 0.2, -1.4], [1.9, 2.4, 0.2], [0.4, -0.3, 1.2], [0.6, -0.9, 0.1], [0.3, -1.2, 1.5], [0.1, 0.4, -1.3], [-0.1, -0.7, 1.4], [-0.2, 0.0, 0.0], [0.0, 1.4, 0.1], [-0.6, 0.2, -0.1], [-0.4, 0.4, 0.2], [0.1, -0.4, 0.3], [-0.4, -0.5, -0.3], [0.3, 0.1, 0.1], [0.5, 0.1, 0.3], [-0.5, 0.0, 0.9], [-0.3, 0.2, -1.2], [0.1, 0.1, -0.1], [0.0, -0.1, 0.3], [-0.4, -0.1, 0.8], [0.3, -1.0, -0.2], [-1.3, 0.5, 0.2], [0.0, 0.1, -0.4], [-0.4, 0.1, -0.4], [-0.1, 0.0, -0.4], [-0.1, -0.2, -0.9], [0.3, 0.5, -0.6], [0.9, 0.3, -0.9], [0.6, 0.2, 1.0], [0.0, -0.2, -1.1], [1.9, -0.7, -0.3], [-1.6, 1.2, 1.4], [-1.8, -1.0, -0.9], [0.9, 0.3, 0.6], [-0.7, -0.2, -0.9], [0.3, 1.4, 0.5], [0.3, 0.5, 1.9], [-0.2, -0.5, 0.6], [0.8, -0.3, -0.5], [-1.1, 0.4, -0.5], [-0.2, -1.2, 0.0], [0.2, 0.3, -0.8], [0.0, 0.4, 0.0], [0.0, 0.0, 1.2], [0.0, -0.2, -0.5], [0.2, 0.4, 0.5], [0.3, -0.1, -0.2], [0.1, 0.2, 0.4], [0.2, -0.2, 0.2], [-0.1, -0.2, 0.2], [0.0, 0.1, -0.2], [-0.1, -1.1, -0.9], [-1.1, 0.3, -0.6], [-0.1, -0.4, -0.2], [-0.4, -0.7, 0.3], [0.0, 0.3, -0.1], [-1.8, 0.9, 0.7], [-0.3, 0.5, -0.9], [1.4, 0.6, 1.2], [0.6, 0.5, 0.8], [-1.9, -0.4, -0.5], [-0.1, 1.3, 0.9], [1.5, -1.3, -0.4], [0.5, 0.0, -1.4], [-0.9, 0.4, 0.2], [-0.8, -0.5, -0.5], [-1.0, -0.7, -1.0], [0.1, -0.1, -0.4], [0.8, -0.1, 0.3], [-0.3, -0.6, 0.5], [-0.7, 0.4, -1.1], [-0.8, -0.1, 0.0], [-0.5, 0.3, 0.2], [0.4, -0.8, -0.1], [1.3, -0.4, 0.5], [0.4, -0.3, -0.5], [0.4, 0.6, 0.1], [0.8, -0.2, -0.7], [0.0, -0.4, -0.4], [-0.1, 0.2, 0.5], [0.1, -0.3, 0.4], [0.8, 0.3, 0.3], [0.1, -0.3, 0.4], [0.4, 0.1, -0.2], [-0.2, 0.5, 0.2], [-0.3, -0.2, 1.0], [0.2, -1.6, -1.2], [0.5, -0.5, -0.1], [-0.9, -0.8, 0.3], [0.0, 1.4, 0.2], [0.0, -0.5, -0.4], [-0.5, -0.3, -1.5], [1.0, 0.3, -0.4], [0.1, -1.1, -0.2], [-0.9, 0.1, 0.3], [-0.4, 0.5, -0.7], [-1.1, -1.5, 1.2], [-0.4, 1.1, 0.2], [-0.4, 0.4, 0.0], [-0.1, 0.3, 0.9], [0.6, 0.1, 0.1], [0.4, -0.4, -0.7], [0.0, -0.4, -0.1], [-0.2, -0.4, -0.3], [0.0, 0.5, 0.0], [0.6, -0.5, 0.8], [0.2, 0.4, 0.0], [0.4, 0.2, 0.2], [0.2, -0.1, 0.3], [1.0, -0.1, 0.4], [-0.2, -0.4, 0.2], [-0.2, 0.2, 0.6], [0.5, 0.9, -0.9], [-0.1, 0.3, -0.1], [0.0, 1.1, 0.2], [-0.5, 0.9, 0.9], [0.4, 1.3, 0.4], [0.7, 1.7, -0.6], [-1.7, -1.0, -0.9], [1.8, -1.1, -0.3], [-0.8, -0.2, -0.4], [0.3, 0.1, 0.0], [-0.4, -0.9, 0.6], [-0.2, -0.6, 0.2], [0.0, 0.0, -0.2], [-0.1, 0.7, 1.0], [0.3, 0.0, -0.1], [0.1, 0.1, 0.0], [2.0, -0.1, 1.5], [0.6, 1.2, -0.9], [0.6, 0.8, -0.4], [-1.2, 0.3, -0.4], [-0.1, -0.9, -1.0], [-0.7, 0.5, 0.4], [-0.9, 0.1, -0.5], [0.0, -0.2, 0.0], [-0.2, -0.2, 0.2], [-0.6, -1.0, -0.3], [0.1, -0.4, 0.5], [0.6, -0.3, 0.7], [1.8, 1.2, -1.0], [-0.2, -0.5, -0.6], [0.4, -0.7, -0.6], [0.0, 1.2, 0.2], [-1.3, -0.6, 0.2], [-0.3, 0.1, 0.1], [-0.2, 0.0, 1.1], [0.2, -0.2, -0.2], [0.1, 0.6, -0.1], [0.3, 0.2, 0.0], [-0.8, -0.3, 0.4], [-0.2, -1.0, 0.3]]
}